Entry 1:
Formula: C41H69BF2IN2O27P
Source: the OMol25 dataset
Level of theory: ωB97M-V with the def2-TZVPD basis set

Last column: Löwdin charge in e.
Geometry (Å):
1 C 0.52 7.86 1.70  -0.09
2 C -0.92 7.52 1.21  -0.13
3 B -1.07 7.71 -0.35  -0.42
4 O -1.15 8.94 -0.92  0.20
5 C -1.09 6.42 -1.33  -0.19
6 O 0.01 6.54 -2.18  -0.03
7 C 0.86 5.39 -2.21  -0.33
8 C 1.82 5.49 -1.03  -0.08
9 C 2.66 4.27 -0.73  -0.27
10 C 2.05 3.17 -0.16  -0.05
11 C 2.75 2.02 0.13  -0.03
12 C 4.11 1.94 -0.13  -0.27
13 C 4.90 0.70 0.21  -0.04
14 C 4.73 3.05 -0.69  -0.04
15 C 4.02 4.19 -0.98  -0.07
16 C 1.34 5.28 -3.68  -0.72
17 I 2.12 3.28 -4.00  1.12
18 O 0.15 5.46 -4.41  -0.14
19 C 0.12 5.19 -5.75  -0.20
20 O -0.58 3.90 -5.88  -0.01
21 C -0.49 3.41 -7.07  -0.36
22 N -0.38 2.97 -8.13  0.19
23 P 2.52 6.59 -4.29  0.43
24 O 1.77 7.74 -4.79  -0.21
25 O 3.40 5.86 -5.40  -0.17
26 O 3.57 6.98 -3.15  -0.10
27 N -2.33 6.27 -2.19  0.14
28 C -2.57 4.90 -2.50  -0.44
29 O -2.68 4.45 -3.58  0.22
30 F -2.60 4.10 -1.41  0.11
31 C -3.47 6.90 -1.60  -0.46
32 O -3.97 7.90 -1.95  0.24
33 F -3.92 6.22 -0.51  0.13
34 H 0.96 6.98 2.18  0.07
35 H 1.19 8.09 0.87  0.06
36 H 0.53 8.68 2.40  0.07
37 H -1.62 8.21 1.68  0.11
38 H -1.17 6.50 1.49  0.10
39 H -0.56 9.56 -0.48  0.12
40 H -1.02 5.53 -0.71  0.14
41 H 0.25 4.49 -2.06  0.13
42 H 2.44 6.39 -1.06  0.12
43 H 1.17 5.62 -0.16  0.12
44 H 0.99 3.21 0.07  0.12
45 H 2.26 1.18 0.60  0.11
46 H 4.99 0.01 -0.62  0.08
47 H 4.43 0.22 1.07  0.08
48 H 5.89 1.02 0.56  0.08
49 H 5.80 3.01 -0.89  0.12
50 H 4.57 5.04 -1.39  0.10
51 H 1.09 5.10 -6.23  0.12
52 H -0.48 5.95 -6.25  0.16
53 H 4.33 6.09 -5.35  0.10
54 H 4.00 6.20 -2.77  0.05
55 C -4.54 1.76 -4.03  -0.06
56 C -4.09 1.14 -2.72  -0.20
57 O -5.10 0.31 -2.13  0.04
58 C -5.26 -0.88 -2.69  -0.62
59 O -4.63 -1.33 -3.61  0.12
60 O -6.25 -1.51 -2.05  0.00
61 C -6.59 -2.79 -2.60  -0.04
62 H -5.47 2.31 -3.88  0.09
63 H -3.78 2.44 -4.41  0.06
64 H -4.72 0.99 -4.77  0.08
65 H -3.89 1.91 -1.98  0.11
66 H -3.17 0.56 -2.85  0.12
67 H -5.71 -3.43 -2.65  0.09
68 H -7.02 -2.68 -3.59  0.10
69 H -7.32 -3.22 -1.92  0.09
70 C 0.89 -0.39 6.44  -0.06
71 C 1.50 -1.15 5.29  -0.20
72 O 0.55 -1.39 4.23  0.01
73 C 0.25 -0.33 3.47  -0.61
74 O 0.71 0.77 3.58  0.12
75 O -0.66 -0.72 2.57  -0.01
76 C -1.15 0.35 1.75  -0.02
77 H 0.00 -0.91 6.82  0.08
78 H 1.61 -0.30 7.25  0.08
79 H 0.58 0.61 6.14  0.08
80 H 1.80 -2.14 5.61  0.12
81 H 2.37 -0.64 4.88  0.12
82 H -0.32 0.87 1.26  0.08
83 H -1.73 1.05 2.35  0.10
84 H -1.79 -0.10 1.00  0.10
85 C -1.45 0.00 -6.75  -0.07
86 C 0.00 -0.31 -7.02  -0.20
87 O 0.64 -0.92 -5.88  0.03
88 C 0.33 -2.20 -5.66  -0.62
89 O -0.40 -2.88 -6.33  0.13
90 O 0.97 -2.59 -4.56  0.00
91 C 0.68 -3.94 -4.16  -0.04
92 H -1.55 0.62 -5.86  0.07
93 H -1.88 0.53 -7.60  0.08
94 H -2.03 -0.91 -6.59  0.08
95 H 0.55 0.61 -7.20  0.10
96 H 0.12 -0.95 -7.90  0.13
97 H 0.87 -4.63 -4.98  0.09
98 H -0.36 -4.02 -3.84  0.10
99 H 1.34 -4.15 -3.33  0.09
100 C -1.94 -3.70 3.18  -0.05
101 C -1.62 -3.79 4.65  -0.19
102 O -2.72 -3.40 5.48  0.05
103 C -3.71 -4.28 5.58  -0.62
104 O -3.74 -5.38 5.08  0.11
105 O -4.66 -3.76 6.35  0.01
106 C -5.82 -4.59 6.51  -0.03
107 H -2.28 -2.69 2.93  0.07
108 H -1.05 -3.92 2.59  0.09
109 H -2.72 -4.40 2.90  0.08
110 H -0.82 -3.10 4.89  0.10
111 H -1.29 -4.80 4.93  0.12
112 H -5.55 -5.57 6.88  0.09
113 H -6.35 -4.68 5.56  0.10
114 H -6.45 -4.08 7.24  0.09
115 C -2.44 -7.93 6.35  -0.06
116 C -2.65 -7.20 7.65  -0.20
117 O -3.55 -7.89 8.53  0.04
118 C -3.05 -8.95 9.15  -0.62
119 O -1.92 -9.36 9.08  0.12
120 O -4.02 -9.50 9.89  0.00
121 C -3.64 -10.70 10.57  -0.04
122 H -3.39 -8.12 5.86  0.08
123 H -1.82 -7.33 5.68  0.07
124 H -1.95 -8.89 6.52  0.08
125 H -3.13 -6.24 7.47  0.10
126 H -1.71 -7.02 8.17  0.13
127 H -2.75 -10.53 11.18  0.09
128 H -3.45 -11.50 9.86  0.10
129 H -4.48 -10.96 11.21  0.09
130 C 7.12 -5.23 -3.81  -0.06
131 C 6.82 -3.76 -4.05  -0.21
132 O 6.58 -3.05 -2.82  0.04
133 C 7.67 -2.78 -2.10  -0.62
134 O 8.81 -3.03 -2.39  0.13
135 O 7.27 -2.15 -0.99  0.00
136 C 8.34 -1.85 -0.08  -0.04
137 H 6.31 -5.69 -3.24  0.08
138 H 7.21 -5.75 -4.77  0.08
139 H 8.05 -5.36 -3.26  0.07
140 H 5.90 -3.65 -4.61  0.12
141 H 7.62 -3.27 -4.60  0.12
142 H 9.13 -1.29 -0.57  0.10
143 H 8.74 -2.77 0.35  0.10
144 H 7.90 -1.24 0.71  0.09

## Properties
* ΔE to the lowest compared entry with this formula, charge and spin: 0.0 kcal per mole
* E: -4608.4625 hartree
* SMILES: CCB(O)[C@H](O[C@H](Cc1ccc(C)cc1)[C@@](I)(OCOC#N)P(=O)(O)O)N(C(=O)F)C(=O)F.CCOC(=O)OC.CCOC(=O)OC.CCOC(=O)OC.CCOC(=O)OC.CCOC(=O)OC.CCOC(=O)OC


Entry 2:
Formula: C41H69F9O10S
Source: the OMol25 dataset
Level of theory: ωB97M-V with the def2-TZVPD basis set

Last column: Löwdin charge in e.
Geometry (Å):
1 C -0.47 -1.03 3.61  0.00
2 C 0.29 -0.01 2.94  -0.09
3 C 0.29 0.28 1.37  -0.20
4 C -0.36 -0.89 0.44  -0.15
5 O 0.59 -1.93 0.10  -0.17
6 C 0.19 -2.38 -1.24  -0.16
7 C 0.71 -3.88 -1.57  -0.16
8 O 1.97 -3.84 -2.28  -0.19
9 C 2.05 -4.91 -3.26  -0.18
10 C 3.47 -4.99 -4.02  -0.17
11 O 4.22 -6.19 -3.68  -0.21
12 C 4.67 -6.10 -2.30  -0.25
13 C 5.67 -7.37 -2.03  -0.08
14 C 1.66 0.72 0.64  -0.08
15 C 3.02 0.79 1.50  -0.05
16 C 3.97 -0.42 1.09  -0.27
17 O 3.44 -1.57 0.95  0.03
18 C 5.53 -0.33 0.78  -0.09
19 C 6.24 0.80 0.00  -0.02
20 C 7.79 0.79 -0.29  -0.06
21 C 8.70 -0.40 0.18  -0.07
22 C 8.00 -1.54 1.00  -0.07
23 C 6.45 -1.51 1.28  -0.01
24 C 1.16 2.17 0.09  -0.28
25 O 1.86 3.16 -0.19  0.09
26 O -0.28 2.11 -0.03  0.01
27 C -0.81 1.47 1.16  -0.38
28 C -0.81 2.65 2.30  -0.06
29 C -1.89 3.82 1.92  -0.15
30 C -1.43 5.28 2.40  -0.16
31 C -1.89 6.37 1.28  -0.07
32 C -0.74 6.68 0.19  -0.29
33 F 0.10 5.50 0.23  0.03
34 F -1.24 6.68 -1.16  0.04
35 C 0.23 7.89 0.53  -0.31
36 F 0.86 7.57 1.79  0.05
37 F 1.31 7.89 -0.42  0.06
38 S -0.49 9.58 0.69  1.00
39 F 1.02 10.13 1.24  -0.18
40 F -1.01 9.37 2.26  -0.16
41 F -1.96 9.20 0.01  -0.16
42 F 0.06 9.92 -0.88  -0.19
43 F -1.02 11.16 0.79  -0.16
44 O -2.19 1.05 1.19  -0.09
45 C -2.87 1.25 -0.07  -0.22
46 C -4.46 1.02 0.22  -0.06
47 H -0.12 -2.12 3.64  0.07
48 H -1.43 -0.69 4.15  0.08
49 H 0.94 0.69 3.59  0.11
50 H -0.66 -0.39 -0.56  0.12
51 H -1.27 -1.36 0.94  0.14
52 H -0.96 -2.43 -1.33  0.13
53 H 0.54 -1.67 -2.07  0.14
54 H -0.06 -4.36 -2.29  0.13
55 H 0.73 -4.54 -0.62  0.14
56 H 1.23 -4.86 -4.06  0.11
57 H 1.94 -5.90 -2.68  0.13
58 H 4.08 -4.03 -3.80  0.13
59 H 3.28 -4.98 -5.16  0.13
60 H 3.80 -6.16 -1.55  0.12
61 H 5.23 -5.11 -2.18  0.12
62 H 5.05 -8.15 -1.46  0.07
63 H 5.97 -7.83 -3.03  0.08
64 H 6.57 -7.00 -1.42  0.08
65 H 1.91 0.21 -0.36  0.18
66 H 2.88 0.79 2.63  0.12
67 H 3.53 1.80 1.24  0.13
68 H 5.64 1.69 -0.38  0.09
69 H 8.27 1.64 -0.89  0.08
70 H 9.82 -0.42 -0.06  0.09
71 H 8.67 -2.41 1.34  0.09
72 H 6.05 -2.40 1.88  0.10
73 H 0.24 3.06 2.50  0.13
74 H -1.19 2.23 3.31  0.12
75 H -1.98 3.84 0.78  0.10
76 H -2.88 3.55 2.44  0.12
77 H -2.04 5.53 3.34  0.12
78 H -0.33 5.37 2.69  0.11
79 H -2.37 7.31 1.73  0.11
80 H -2.73 5.84 0.69  0.14
81 H -2.59 0.51 -0.89  0.12
82 H -2.79 2.30 -0.50  0.12
83 H -4.75 -0.09 0.23  0.06
84 H -4.71 1.58 1.19  0.08
85 H -5.06 1.57 -0.60  0.09
86 C 0.57 -7.97 -7.86  -0.08
87 C -0.34 -7.49 -6.75  -0.28
88 O 0.06 -6.25 -6.18  -0.18
89 C 0.09 -5.13 -7.05  -0.29
90 C -1.27 -4.79 -7.64  -0.08
91 H 1.61 -7.98 -7.52  0.08
92 H 0.29 -8.97 -8.19  0.08
93 H 0.52 -7.31 -8.73  0.07
94 H -0.32 -8.22 -5.94  0.12
95 H -1.38 -7.43 -7.09  0.11
96 H 0.84 -5.28 -7.83  0.11
97 H 0.43 -4.28 -6.44  0.11
98 H -1.61 -5.57 -8.32  0.07
99 H -1.22 -3.86 -8.20  0.08
100 H -2.02 -4.69 -6.85  0.08
101 C -6.67 -3.37 -2.06  -0.08
102 C -6.31 -2.86 -0.68  -0.28
103 O -6.97 -1.66 -0.32  -0.18
104 C -8.39 -1.71 -0.26  -0.28
105 C -8.91 -2.69 0.77  -0.08
106 H -6.53 -2.59 -2.81  0.08
107 H -6.05 -4.23 -2.33  0.08
108 H -7.72 -3.68 -2.11  0.07
109 H -5.24 -2.64 -0.66  0.11
110 H -6.48 -3.63 0.08  0.11
111 H -8.81 -1.92 -1.25  0.11
112 H -8.72 -0.70 0.01  0.12
113 H -8.68 -3.72 0.50  0.07
114 H -10.00 -2.60 0.86  0.08
115 H -8.46 -2.49 1.75  0.08
116 C 0.17 3.64 8.15  -0.08
117 C 0.26 3.93 6.66  -0.28
118 O -0.44 5.10 6.27  -0.17
119 C 0.01 6.32 6.84  -0.28
120 C 1.45 6.66 6.49  -0.08
121 H -0.87 3.64 8.48  0.08
122 H 0.62 2.67 8.38  0.08
123 H 0.69 4.40 8.73  0.07
124 H -0.21 3.10 6.12  0.11
125 H 1.30 3.97 6.33  0.11
126 H -0.14 6.32 7.92  0.11
127 H -0.64 7.11 6.44  0.12
128 H 2.15 5.95 6.94  0.07
129 H 1.71 7.66 6.85  0.08
130 H 1.60 6.63 5.40  0.08

## Properties
* E: -3652.3164 hartree
* SMILES: C=C[C@]1(COCCOCCOCC)[C@H](CC(=O)c2ccccc2)C(=O)O[C@@]1(CCCCC(F)(F)C(F)(F)S(F)(F)(F)(F)F)OCC.CCOCC.CCOCC.CCOCC


Entry 3:
Formula: C41H70N7O14P3S
Source: the OMol25 dataset
Level of theory: ωB97M-V with the def2-TZVPD basis set

Last column: Löwdin charge in e.
Geometry (Å):
1 C -5.27 0.45 -3.07  -0.21
2 C -4.01 1.18 -3.51  -0.18
3 C -2.86 0.27 -3.05  -0.18
4 S -3.35 -0.34 -1.41  0.79
5 O -2.76 0.52 -0.39  -0.42
6 O -3.25 -1.76 -1.31  -0.34
7 C -5.14 0.06 -1.59  -0.17
8 H -5.47 -0.52 -3.54  0.12
9 H -6.16 1.07 -3.24  0.11
10 H -3.92 2.18 -3.08  0.06
11 H -3.97 1.32 -4.59  0.12
12 H -1.87 0.69 -2.90  0.10
13 H -2.72 -0.64 -3.64  0.08
14 H -5.27 1.01 -1.09  0.06
15 H -5.76 -0.73 -1.16  0.11
16 C 4.25 -3.65 0.07  -0.06
17 O 3.34 -3.42 1.17  -0.21
18 P 1.86 -4.04 1.25  0.70
19 O 1.10 -3.93 2.51  -0.10
20 O 1.14 -3.58 -0.15  -0.13
21 C -0.05 -2.77 -0.08  -0.06
22 O 2.17 -5.61 0.88  -0.21
23 C 3.01 -6.34 1.69  -0.14
24 H 4.81 -2.73 -0.14  0.07
25 H 3.83 -3.86 -0.91  0.10
26 H 5.03 -4.39 0.25  0.10
27 H -0.67 -2.67 0.81  0.08
28 H -0.64 -2.98 -0.97  0.06
29 H 0.19 -1.71 -0.23  0.06
30 H 3.84 -6.67 1.06  0.09
31 H 2.53 -7.20 2.14  0.10
32 H 3.38 -5.70 2.49  0.09
33 C -1.64 -2.24 -2.72  -0.15
34 O -1.33 -1.23 -3.62  -0.33
35 P 0.02 -1.31 -4.58  0.54
36 O -0.22 -2.30 -5.63  -0.22
37 O 0.31 0.18 -5.08  -0.23
38 C 0.19 0.52 -6.45  -0.10
39 O 1.27 -1.64 -3.53  -0.18
40 C 1.75 -0.56 -2.76  -0.16
41 H -2.66 -2.58 -2.92  0.12
42 H -1.60 -1.83 -1.71  0.04
43 H -0.96 -3.09 -2.73  0.11
44 H 0.97 1.26 -6.64  0.08
45 H -0.82 0.92 -6.55  0.10
46 H 0.42 -0.29 -7.14  0.09
47 H 2.51 -0.06 -3.36  0.11
48 H 2.12 -0.84 -1.78  0.07
49 H 0.98 0.15 -2.47  0.01
50 C -4.25 0.90 1.86  -0.10
51 O -3.36 1.95 1.73  -0.33
52 P -3.73 3.25 0.91  0.51
53 O -4.92 3.94 1.42  -0.21
54 O -3.83 2.73 -0.65  -0.24
55 C -4.62 3.45 -1.57  -0.12
56 O -2.33 4.13 0.93  -0.18
57 C -1.12 3.49 0.59  -0.13
58 H -4.93 0.91 1.01  0.08
59 H -4.77 1.07 2.80  0.10
60 H -3.62 0.01 1.92  0.08
61 H -5.35 2.85 -2.12  0.07
62 H -4.03 3.94 -2.35  0.10
63 H -5.20 4.21 -1.04  0.09
64 H -1.25 2.47 0.24  0.08
65 H -0.42 3.71 1.40  0.04
66 H -0.68 3.88 -0.33  0.11
67 N -0.48 1.06 2.89  0.07
68 C -1.63 1.70 3.03  -0.15
69 C -2.46 1.02 3.91  -0.10
70 C -1.71 0.04 4.52  -0.10
71 C -0.48 0.08 3.92  -0.16
72 H 0.26 1.35 2.27  0.10
73 H -1.80 2.55 2.39  0.08
74 H -3.48 1.32 4.11  0.10
75 H -2.11 -0.59 5.30  0.12
76 H 0.46 -0.38 4.16  0.05
77 N -0.91 -0.19 0.52  0.04
78 C -0.59 0.47 -0.63  -0.11
79 C 0.78 0.83 -0.49  -0.17
80 C 1.27 0.22 0.65  -0.15
81 C 0.19 -0.35 1.33  -0.16
82 H -1.83 -0.59 0.65  0.12
83 H -1.39 0.72 -1.31  0.07
84 H 1.50 1.33 -1.12  0.06
85 H 2.27 0.19 1.06  0.05
86 H 0.08 -0.98 2.20  0.08
87 N 5.02 0.15 -1.80  0.03
88 C 5.24 0.93 -0.71  -0.07
89 C 4.36 0.40 0.33  -0.09
90 C 3.78 -0.75 -0.16  -0.16
91 C 4.19 -0.87 -1.49  -0.17
92 H 5.44 0.37 -2.69  0.16
93 H 5.89 1.79 -0.77  0.11
94 H 4.25 0.71 1.36  0.10
95 H 3.19 -1.48 0.36  0.07
96 H 4.04 -1.65 -2.22  0.13
97 N 1.84 4.12 -3.91  0.03
98 C 2.26 4.15 -2.60  -0.09
99 C 1.72 3.07 -1.88  -0.09
100 C 1.03 2.30 -2.82  -0.13
101 C 1.06 2.97 -4.03  -0.10
102 H 2.01 4.76 -4.68  0.15
103 H 2.93 4.95 -2.32  0.10
104 H 1.79 2.90 -0.81  0.05
105 H 0.51 1.37 -2.64  0.04
106 H 0.66 2.67 -4.99  0.08
107 N -0.35 -3.63 3.39  0.01
108 C -0.69 -2.30 3.47  -0.15
109 C -1.98 -2.11 2.96  -0.08
110 C -2.39 -3.41 2.54  -0.10
111 C -1.37 -4.26 2.76  -0.15
112 H 0.60 -3.93 3.48  -0.03
113 H 0.09 -1.65 3.84  0.05
114 H -2.55 -1.19 2.89  0.07
115 H -3.34 -3.60 2.06  0.09
116 H -1.07 -5.26 2.47  0.12
117 N 1.16 3.63 2.21  -0.01
118 C 2.17 4.37 2.79  -0.09
119 C 3.34 3.89 2.21  -0.12
120 C 3.09 2.95 1.22  -0.07
121 C 1.64 2.80 1.22  -0.14
122 H 0.21 3.80 2.50  0.12
123 H 2.07 5.01 3.65  0.11
124 H 4.33 4.29 2.35  0.09
125 H 3.74 2.45 0.53  0.06
126 H 0.93 2.23 0.63  0.05
127 N 1.85 -2.24 3.34  0.01
128 C 1.90 -1.98 4.67  -0.15
129 C 2.17 -0.66 4.92  -0.10
130 C 2.33 -0.07 3.62  -0.09
131 C 2.32 -1.11 2.72  -0.14
132 H 1.67 -3.11 2.85  -0.18
133 H 1.67 -2.66 5.48  0.13
134 H 2.27 -0.14 5.86  0.11
135 H 2.44 0.99 3.43  0.11
136 H 2.42 -1.20 1.65  0.05

## Properties
* ΔE to the lowest compared entry with this formula, charge and spin: 609.1 kcal per mole
* E: -4462.3668 hartree